{
  "formula": "C44H110BN10O18",
  "method": "ωB97M-V/def2-TZVPD",
  "e_homo_ev": -6.85,
  "total_charge": -1,
  "energy_ev": -99847.9191,
  "relative_energy_kj_mol": 0.00,
  "mol_weight_g_mol": 1078.23,
  "lumo_energy_ev": 2.1,
  "homo_lumo_gap_ev": 9.0,
  "largest_force_ha_per_bohr": 0.0479,
  "species": ["O", "C", "O", "B", "O", "C", "O", "O", "C", "O", "C", "O", "O", "C", "C", "C", "O", "C", "N", "H", "H", "H", "H", "H", "H", "H", "H", "H", "H", "H", "C", "C", "C", "O", "C", "N", "H", "H", "H", "H", "H", "H", "H", "H", "H", "H", "H", "C", "C", "C", "O", "C", "N", "H", "H", "H", "H", "H", "H", "H", "H", "H", "H", "H", "C", "C", "C", "O", "C", "N", "H", "H", "H", "H", "H", "H", "H", "H", "H", "H", "H", "C", "C", "C", "O", "C", "N", "H", "H", "H", "H", "H", "H", "H", "H", "H", "H", "H", "C", "C", "C", "O", "C", "N", "H", "H", "H", "H", "H", "H", "H", "H", "H", "H", "H", "C", "C", "C", "O", "C", "N", "H", "H", "H", "H", "H", "H", "H", "H", "H", "H", "H", "C", "C", "C", "O", "C", "N", "H", "H", "H", "H", "H", "H", "H", "H", "H", "H", "H", "C", "C", "C", "O", "C", "N", "H", "H", "H", "H", "H", "H", "H", "H", "H", "H", "H", "C", "C", "C", "O", "C", "N", "H", "H", "H", "H", "H", "H", "H", "H", "H", "H", "H"],
  "positions_angstrom": [[0.188089, 2.067813, 3.465868], [0.053828, 1.472924, 2.439098], [1.028518, 1.012164, 1.691437], [0.485099, 0.423744, 0.467464], [-0.981857, 0.569349, 0.618340], [-1.283306, 1.266248, 1.699422], [-2.383402, 1.561530, 2.046293], [0.805770, -1.013274, 0.340526], [1.375425, -1.202168, -0.843489], [1.627481, -2.277171, -1.305309], [1.533260, 0.170182, -1.545393], [1.061494, 1.074067, -0.713200], [1.910378, 0.385697, -2.661727], [-7.862495, 3.818718, 1.834367], [-7.379818, 2.857371, 0.762645], [-7.081626, 1.503379, 1.373171], [-6.185333, 1.584803, 2.463626], [-5.663821, 0.324936, 2.874487], [-8.469099, 2.626191, -0.211124], [-7.066379, 3.943097, 2.571634], [-8.661839, 3.332066, 2.399390], [-8.190519, 4.786017, 1.457298], [-6.440780, 3.234390, 0.343788], [-6.660673, 0.823234, 0.614568], [-7.979755, 0.952474, 1.686864], [-5.529307, 0.256609, 3.952611], [-4.642101, 0.257644, 2.483405], [-6.203957, -0.519759, 2.444874], [-8.578259, 3.509705, -0.703302], [-8.112411, 1.969644, -0.903668], [-0.900859, -4.501334, -0.730260], [-2.141011, -4.822542, -1.549496], [-2.273095, -3.881874, -2.741723], [-3.488731, -4.017028, -3.482372], [-3.354801, -4.932194, -4.549421], [-2.140408, -6.269883, -1.883185], [-0.733610, -5.136234, 0.142488], [-1.086057, -3.567698, -0.182167], [0.018252, -4.358401, -1.294890], [-3.020529, -4.706292, -0.899763], [-1.418438, -3.986081, -3.409229], [-2.354967, -2.868873, -2.347924], [-2.493984, -4.708317, -5.188550], [-4.203501, -4.851241, -5.229132], [-3.277335, -5.964877, -4.205935], [-3.091391, -6.479926, -2.175188], [-1.979078, -6.742271, -1.001453], [1.408695, -8.401848, 2.577590], [1.866175, -6.948277, 2.753046], [0.815644, -5.881124, 2.681833], [1.436537, -4.637505, 2.447496], [0.565213, -3.525881, 2.570456], [2.645541, -6.888962, 4.012542], [0.914016, -8.507603, 1.602946], [0.610114, -8.644650, 3.281893], [2.212586, -9.131504, 2.547600], [2.563711, -6.791363, 1.919510], [0.164394, -5.966516, 3.558459], [0.241082, -6.095673, 1.771656], [0.120047, -3.436133, 3.566329], [-0.267186, -3.562194, 1.865890], [1.175455, -2.641176, 2.408998], [3.514623, -7.404501, 3.904969], [3.000804, -5.937825, 4.117457], [5.464675, -2.234644, 0.278135], [4.757620, -2.656084, 1.565465], [4.128073, -1.394723, 2.188935], [3.821851, -1.592516, 3.569512], [2.908452, -0.652006, 4.063053], [3.764161, -3.684197, 1.227394], [5.939426, -3.071565, -0.232141], [6.306774, -1.592165, 0.564000], [4.850731, -1.638646, -0.397201], [5.462704, -3.102622, 2.266256], [3.229412, -1.086276, 1.644087], [4.837562, -0.559326, 2.216991], [3.255057, 0.383697, 3.950591], [2.757248, -0.814632, 5.129838], [1.927978, -0.701363, 3.575715], [3.230648, -3.421268, 0.403702], [3.102365, -3.732752, 1.995750], [-4.133936, 1.946517, -0.998637], [-3.785943, 1.732831, -2.469393], [-2.804086, 0.611867, -2.787739], [-2.407711, 0.784124, -4.118381], [-1.269263, 0.055859, -4.520262], [-5.035987, 1.635641, -3.250871], [-4.734437, 2.845988, -0.855018], [-3.272456, 2.041160, -0.337743], [-4.699604, 1.087812, -0.627958], [-3.296544, 2.643970, -2.841631], [-3.273674, -0.353721, -2.559237], [-1.920526, 0.738994, -2.148755], [-0.979999, 0.357737, -5.526926], [-1.441999, -1.023693, -4.502217], [-0.432931, 0.433562, -3.918567], [-4.721360, 1.546300, -4.216750], [-5.557898, 2.503819, -3.239463], [4.441183, 1.475084, 0.147233], [4.298341, 2.984274, 0.133278], [3.917074, 3.541857, 1.482963], [3.833435, 4.965320, 1.403139], [3.587311, 5.503872, 2.684585], [5.522474, 3.594675, -0.431103], [4.856544, 1.114526, -0.794947], [3.472368, 1.018041, 0.341443], [5.176045, 1.191316, 0.903306], [3.462797, 3.231861, -0.538488], [4.707090, 3.259519, 2.194664], [2.950019, 3.219324, 1.879142], [4.402195, 5.222664, 3.360067], [2.664631, 5.060113, 3.082133], [3.443588, 6.580863, 2.671772], [5.444887, 4.604144, -0.322640], [5.441618, 3.450870, -1.433890], [-0.658879, -1.401187, 7.150452], [-0.555552, -0.592594, 5.848799], [-1.726088, -0.815866, 4.859729], [-1.717392, -2.107954, 4.282947], [-2.666188, -2.212007, 3.248064], [-0.528959, 0.805242, 6.257250], [0.215542, -1.160373, 7.757386], [-0.672851, -2.479268, 6.985517], [-1.501117, -1.065748, 7.758986], [0.345968, -0.915557, 5.326653], [-1.649276, -0.027565, 4.105776], [-2.646262, -0.654170, 5.436160], [-3.687800, -2.083365, 3.619013], [-2.604800, -3.231969, 2.859806], [-2.431231, -1.550501, 2.408081], [-0.261653, 1.361172, 5.446641], [-1.422479, 1.192584, 6.540040], [4.086555, -0.890142, -5.768244], [2.576167, -0.912302, -6.044958], [1.932884, -2.072734, -5.270693], [2.546581, -3.313435, -5.549223], [1.943287, -4.341604, -4.768362], [1.889691, 0.310590, -5.697650], [4.665629, -0.486754, -6.612231], [4.504172, -1.837356, -5.441511], [4.314281, -0.032354, -5.122489], [2.327366, -1.116849, -7.092692], [0.848122, -2.127867, -5.417690], [2.056415, -1.805097, -4.210281], [0.859619, -4.373366, -4.885113], [2.151127, -4.089616, -3.724709], [2.406986, -5.278518, -5.056944], [1.928039, 0.477352, -4.692176], [2.407081, 1.087084, -6.099128], [-2.260816, 4.690505, 4.550344], [-3.684225, 4.454950, 4.015963], [-3.880955, 4.953044, 2.588363], [-3.574076, 6.324377, 2.462675], [-3.640397, 6.789586, 1.114873], [-3.918252, 3.021694, 4.127601], [-1.511243, 4.050823, 4.081730], [-2.215019, 4.483799, 5.619541], [-1.992836, 5.736970, 4.382636], [-4.337945, 4.989532, 4.711769], [-4.913933, 4.696974, 2.313754], [-3.201144, 4.399843, 1.924486], [-3.005228, 6.175328, 0.471576], [-3.186043, 7.777996, 1.204274], [-4.691145, 6.865154, 0.827080], [-3.307044, 2.565070, 3.444913], [-4.835094, 2.719727, 3.807816], [6.284663, 2.481166, -6.143220], [5.543189, 3.797836, -5.872287], [4.553779, 3.647078, -4.721520], [3.373683, 3.056392, -5.188846], [2.232598, 3.350394, -4.400042], [6.557989, 4.807178, -5.583193], [5.575254, 1.676104, -6.335375], [6.922621, 2.195224, -5.307819], [6.903683, 2.588113, -7.037279], [5.047760, 4.104334, -6.801078], [4.414448, 4.662527, -4.319211], [5.028234, 3.108081, -3.891539], [1.431902, 2.842498, -4.933150], [2.054088, 4.428371, -4.322655], [2.262789, 2.998585, -3.363945], [7.124418, 4.953221, -6.409155], [6.210867, 5.719722, -5.313975]],
  "forces_ev_per_angstrom": [[0.0, 0.0, 0.6], [0.0, 1.1, 0.0], [0.2, -0.2, 0.0], [-0.1, -0.4, 0.5], [-0.1, 0.3, -0.7], [0.7, -1.2, -0.4], [-0.3, 0.3, 0.2], [0.2, 0.7, -0.4], [-0.3, -0.8, 0.0], [0.4, 0.1, -0.2], [-0.4, 0.0, -0.1], [-0.3, 0.3, 0.1], [0.3, -0.2, 0.3], [0.2, -0.5, 0.7], [-0.5, -0.3, 0.7], [0.3, -1.3, 0.0], [-0.2, 0.1, 0.3], [1.1, 0.2, -0.8], [0.9, 0.4, -0.2], [0.0, 0.3, -0.1], [-0.3, 0.2, -0.2], [0.0, 0.0, -0.1], [-0.1, 0.0, -0.2], [0.2, 0.3, -0.2], [-0.3, 0.5, 0.1], [-0.6, 0.1, 0.1], [0.0, -0.1, -0.1], [-0.3, 0.0, 0.3], [-0.3, -0.2, -0.1], [-0.2, 0.0, -0.1], [-0.3, 1.2, 0.8], [-0.1, -0.9, 0.7], [-0.7, 0.0, 0.3], [0.3, -0.5, -0.2], [-0.1, -0.1, -0.5], [0.0, 0.6, -0.6], [0.0, -0.7, -0.5], [0.1, 0.3, -0.5], [0.0, -0.2, -0.1], [0.1, 0.7, -0.1], [0.2, 0.1, -0.1], [0.5, 0.1, 0.1], [0.3, 0.0, 0.3], [-0.3, 0.1, 0.4], [0.1, 0.0, -0.1], [0.2, -0.3, 0.1], [-0.1, -0.2, -0.1], [-1.6, 0.7, -0.8], [2.1, -1.3, 0.0], [-0.2, -0.7, -1.0], [-0.4, 0.0, 0.9], [0.0, 0.0, 0.5], [0.1, 0.8, 0.1], [0.1, 0.1, -0.1], [0.4, -0.3, 0.4], [0.2, 0.1, 0.5], [-0.2, 0.4, -0.2], [0.0, 0.6, 0.1], [-0.4, -0.2, 0.2], [0.2, -0.2, 0.1], [0.1, 0.0, -0.3], [-0.1, 0.1, -0.2], [-0.2, -0.3, -0.1], [-0.3, 0.1, 0.1], [1.2, 0.4, 0.7], [-1.0, 0.4, -1.0], [0.7, 0.1, 0.9], [-0.4, -0.8, -0.1], [-0.2, 0.5, 0.2], [0.2, 0.3, 0.6], [-0.4, -0.2, -0.1], [-0.1, 0.1, -0.1], [-0.3, -0.3, 0.0], [0.1, 0.2, 0.1], [0.0, -0.1, -0.1], [0.1, 0.0, -0.6], [0.2, 0.0, -0.1], [0.1, -0.2, 0.0], [0.1, -0.2, -0.1], [0.0, 0.1, 0.0], [0.1, -0.4, -0.2], [0.2, -0.6, 0.1], [-0.2, 1.6, 0.0], [-0.2, 0.5, 0.7], [-0.8, -0.1, -0.8], [0.3, 0.8, 0.1], [0.3, -0.9, -0.5], [-0.1, 0.0, -0.2], [0.2, 0.0, -0.2], [-0.1, 0.1, 0.0], [0.4, 0.0, 0.3], [0.1, -0.2, -0.3], [-0.1, -0.1, 0.2], [-0.4, -0.1, -0.1], [0.2, 0.0, 0.3], [0.1, -0.8, 0.2], [-0.3, -0.2, 0.0], [0.1, 0.1, 0.3], [0.4, 0.2, 0.2], [-0.8, 0.2, -1.0], [0.6, 0.7, 0.3], [0.3, 0.3, -0.1], [-0.3, -0.7, 0.2], [-0.3, 0.2, 0.3], [-0.2, 0.0, -0.1], [0.1, -0.2, 0.1], [-0.2, -0.1, 0.1], [-0.2, -0.1, 0.1], [0.0, 0.1, 0.2], [0.1, -0.7, -0.3], [0.0, 0.2, 0.1], [0.0, 0.1, 0.1], [0.2, 0.0, -0.4], [0.0, -0.1, 0.1], [0.3, -0.1, 0.0], [0.4, 0.0, -0.2], [-1.3, -0.6, 0.6], [0.5, 0.0, 0.9], [0.0, 0.4, 0.1], [0.2, -0.8, -0.2], [1.0, 0.6, -0.9], [0.1, -0.1, -0.1], [-0.2, 0.0, 0.0], [-0.3, -0.2, -0.2], [0.3, 0.5, 0.1], [-0.1, -0.1, -0.2], [-0.2, 0.0, -0.2], [0.0, 0.3, -0.1], [0.0, 0.0, 0.1], [-0.2, 0.3, 0.1], [0.1, 0.1, 0.2], [-0.2, -0.5, 0.1], [0.4, 1.4, -0.7], [-0.2, -1.3, -0.2], [0.2, 0.7, 0.8], [-0.5, -0.1, -0.3], [0.7, 0.9, 0.2], [-0.2, 0.6, 0.1], [-0.2, -0.8, -0.5], [0.0, 0.1, 0.1], [-0.3, -0.6, 0.9], [0.5, 0.1, -0.1], [0.0, 0.1, -0.4], [0.1, -0.3, 0.2], [-0.1, -0.1, -0.3], [-0.1, -0.4, 0.2], [-0.1, -0.1, 0.1], [0.1, -0.2, -0.2], [-0.1, 0.0, -0.1], [-0.2, 0.5, -0.2], [0.9, -0.2, 0.7], [0.3, -0.3, 0.1], [-0.3, -0.1, -0.1], [0.4, 0.3, 1.6], [-0.1, -0.6, -0.5], [-0.1, 0.0, -0.2], [-0.1, 0.0, 0.0], [0.1, -0.1, 0.1], [-0.3, 0.0, -0.3], [0.0, 0.3, -0.3], [-0.1, -0.2, 0.0], [-0.3, -0.1, -0.2], [-0.2, 0.1, -0.5], [0.1, -0.1, -0.5], [0.1, 0.1, 0.5], [-0.2, 0.5, 0.1], [-0.4, 0.2, -0.4], [0.7, -0.4, -0.4], [0.7, 1.0, -0.1], [0.2, 0.2, 0.5], [-0.2, -0.1, -0.1], [0.5, 0.2, 0.5], [0.0, 0.0, 0.0], [0.0, 0.1, 0.1], [0.1, -0.1, 0.0], [-0.7, -0.4, 0.2], [-0.6, 0.0, -0.1], [-0.1, -0.4, -0.1], [-0.3, 0.2, 0.3], [0.0, 0.1, -0.4], [0.3, -0.4, -0.1], [0.1, -0.1, 0.1], [-0.4, -0.1, 0.0]],
  "lowdin_charge": [0.139, -0.386, 0.223, -0.911, 0.225, -0.380, 0.126, 0.212, -0.371, 0.141, -0.376, 0.233, 0.129, -0.060, -0.442, -0.230, -0.213, -0.096, 0.041, 0.060, 0.086, 0.076, 0.112, 0.113, 0.131, 0.087, 0.069, 0.088, 0.068, 0.069, -0.054, -0.419, -0.188, -0.176, -0.125, 0.033, 0.053, 0.072, 0.078, 0.135, 0.115, 0.119, 0.084, 0.084, 0.068, 0.056, 0.060, -0.072, -0.442, -0.205, -0.211, -0.069, 0.032, 0.071, 0.075, 0.071, 0.136, 0.140, 0.110, 0.085, 0.067, 0.074, 0.065, 0.067, -0.069, -0.403, -0.192, -0.177, -0.120, 0.065, 0.075, 0.075, 0.070, 0.135, 0.112, 0.111, 0.094, 0.088, 0.066, 0.058, 0.034, -0.045, -0.427, -0.203, -0.194, -0.093, 0.032, 0.061, 0.061, 0.076, 0.134, 0.132, 0.121, 0.079, 0.085, 0.074, 0.064, 0.060, -0.053, -0.435, -0.194, -0.196, -0.114, 0.051, 0.085, 0.064, 0.074, 0.134, 0.132, 0.125, 0.087, 0.086, 0.084, 0.064, 0.052, -0.067, -0.421, -0.190, -0.192, -0.106, 0.048, 0.069, 0.073, 0.073, 0.115, 0.103, 0.130, 0.086, 0.084, 0.088, 0.038, 0.076, -0.042, -0.414, -0.222, -0.189, -0.090, 0.052, 0.063, 0.074, 0.066, 0.134, 0.118, 0.114, 0.071, 0.085, 0.085, 0.029, 0.059, -0.055, -0.427, -0.212, -0.198, -0.095, 0.055, 0.061, 0.072, 0.070, 0.135, 0.110, 0.123, 0.086, 0.085, 0.084, 0.033, 0.041, -0.058, -0.433, -0.219, -0.188, -0.094, 0.017, 0.054, 0.083, 0.072, 0.135, 0.120, 0.124, 0.082, 0.088, 0.080, 0.067, 0.064]
}